Density functional theory data (wB97M-V/def2-TZVPD) for a cluster of 9 separate species, C32H60N2O34S9 in total at a distorted geometry.

Geometry as XYZ:
```
137
Properties=species:S:1:pos:R:3:forces:R:3
C 4.097 0.049 -0.089 0.2 -0.6 0.4
C 3.532 -1.313 0.436 -0.8 0.8 -0.6
C 2.050 -1.488 -0.114 1.0 -0.5 0.4
C 1.973 -2.434 -1.364 0.2 1.4 0.0
C 2.158 -1.695 -2.746 -0.8 -1.0 -0.2
C 0.796 -1.613 -3.562 1.5 1.3 0.7
C 0.086 -0.301 -3.095 0.2 0.0 -0.7
C -1.438 -0.236 -3.413 0.5 -0.5 0.0
C -2.388 -0.476 -2.211 0.3 0.0 -0.5
C -2.392 0.619 -1.083 0.8 0.9 -1.1
C -1.368 0.306 0.015 -0.6 -1.5 0.4
N -0.808 -0.235 0.876 -0.5 1.0 -1.0
O -3.684 0.796 -0.574 0.6 -0.8 0.4
C -4.260 -0.394 -0.041 -1.2 0.2 0.6
C -5.440 -0.986 -0.876 0.4 -1.0 0.1
C -6.403 -1.723 0.106 0.1 -0.3 0.2
O -6.088 -0.041 -1.716 1.7 -2.1 -0.4
C -1.976 2.035 -1.638 -0.7 1.2 0.7
S -1.923 3.146 -0.124 0.0 0.1 0.0
C -3.009 2.596 -2.558 -0.1 -0.9 -1.0
N -3.795 2.867 -3.367 1.0 0.0 1.1
H 4.282 -0.090 -1.167 0.2 0.4 0.4
H 5.028 0.346 0.452 -0.9 -0.2 -0.7
H 3.333 0.843 0.002 0.3 -0.3 0.1
H 4.147 -2.156 0.071 -0.1 0.4 0.3
H 3.537 -1.330 1.541 0.0 0.0 -0.5
H 1.432 -1.888 0.707 0.1 0.1 -0.4
H 1.684 -0.467 -0.320 -0.1 -0.5 -0.1
H 0.989 -2.931 -1.374 0.5 -0.1 0.0
H 2.791 -3.165 -1.275 -0.6 -0.1 0.1
H 2.566 -0.676 -2.630 -0.2 -0.4 0.0
H 2.887 -2.270 -3.342 -0.2 0.3 0.1
H 0.181 -2.514 -3.413 0.2 0.3 -0.2
H 1.110 -1.474 -4.613 -0.6 -0.4 0.2
H 0.592 0.538 -3.643 -0.4 -0.7 0.6
H 0.350 -0.174 -2.031 -0.5 0.1 -0.3
H -1.640 -1.054 -4.134 0.0 0.4 0.3
H -1.663 0.690 -3.970 -0.2 -0.3 0.5
H -3.407 -0.549 -2.631 0.3 0.3 0.4
H -2.162 -1.465 -1.772 0.0 0.4 -0.1
H -4.680 -0.118 0.945 0.3 0.0 -0.4
H -3.541 -1.208 0.149 0.0 0.4 -0.1
H -5.001 -1.782 -1.515 -0.1 0.4 0.2
H -6.443 -2.798 -0.146 -0.2 0.5 0.0
H -7.419 -1.298 0.114 0.4 -0.1 -0.2
H -6.051 -1.693 1.157 0.0 0.1 -0.5
H -6.132 -0.470 -2.579 -0.1 0.3 0.0
H -0.957 2.053 -2.048 -0.5 -0.2 -0.2
H -1.532 4.348 -0.635 -0.1 -0.7 -0.2
C 2.815 5.339 -3.843 0.5 0.2 -0.5
C 1.865 4.528 -4.692 -0.6 0.3 0.2
O 2.204 3.166 -4.405 0.4 -0.1 0.3
S 2.701 3.044 -2.877 0.1 0.8 -0.6
O 1.607 2.600 -2.088 0.1 -0.1 0.2
O 3.960 2.389 -2.871 -0.2 -0.3 0.1
O 2.929 4.610 -2.611 -0.5 -0.5 0.1
H 3.806 5.391 -4.296 -0.4 0.0 0.2
H 2.446 6.346 -3.658 0.0 -0.1 0.3
H 1.973 4.735 -5.753 0.1 -0.3 0.0
H 0.825 4.689 -4.395 0.0 0.0 -0.1
C -5.550 1.824 2.813 0.1 0.4 -0.2
C -4.282 1.188 3.342 0.0 -0.5 -0.3
O -4.230 1.561 4.716 -0.3 0.4 0.1
S -5.730 1.690 5.293 0.0 -0.2 -0.8
O -6.063 0.480 5.961 -0.2 0.2 0.1
O -5.836 2.953 5.925 0.3 -0.2 0.4
O -6.512 1.707 3.867 2.6 -2.4 0.2
H -5.408 2.888 2.603 0.0 0.0 -0.1
H -5.912 1.324 1.916 -0.2 0.0 0.1
H -3.391 1.529 2.818 0.0 0.1 0.2
H -4.339 0.097 3.291 0.0 0.0 -0.1
C 8.150 3.531 -5.527 0.5 -0.1 0.2
C 7.618 3.428 -4.113 -0.4 -0.5 -0.1
O 7.366 4.784 -3.723 0.2 0.4 -0.4
S 6.923 5.633 -5.009 0.5 -0.7 0.2
O 5.501 5.703 -5.032 0.5 0.4 -0.4
O 7.739 6.788 -5.091 -0.3 0.2 0.1
O 7.386 4.582 -6.132 -0.4 0.1 0.3
H 9.202 3.824 -5.537 0.0 0.0 0.0
H 8.029 2.604 -6.083 -0.2 0.1 -0.1
H 8.324 2.958 -3.433 0.0 0.3 0.1
H 6.670 2.884 -4.082 0.0 0.0 0.0
C -8.892 6.277 3.498 0.4 0.1 -0.4
C -9.882 5.509 2.649 -0.5 0.3 0.1
O -9.570 4.133 2.883 0.4 0.1 0.1
S -9.033 3.954 4.390 0.3 0.4 -0.2
O -10.110 3.522 5.209 0.2 -0.1 0.1
O -7.788 3.266 4.325 -2.7 2.1 0.4
O -8.760 5.515 4.701 -0.5 -0.3 -0.1
H -7.912 6.325 3.017 0.0 0.0 0.0
H -9.233 7.285 3.723 0.0 -0.1 0.2
H -9.796 5.747 1.591 0.1 -0.3 0.0
H -10.909 5.684 2.979 0.0 0.1 0.0
C -10.652 0.790 -1.476 0.0 -0.5 0.1
C -10.756 1.150 -0.007 -0.4 0.4 0.0
O -9.422 1.487 0.379 0.2 -0.2 -0.4
S -8.655 2.156 -0.874 0.0 -0.1 0.2
O -8.723 3.571 -0.738 0.1 -0.1 -0.2
O -7.431 1.454 -1.071 -1.8 2.0 0.9
O -9.701 1.712 -2.018 0.0 0.3 0.4
H -10.261 -0.222 -1.609 0.0 0.0 0.0
H -11.605 0.880 -1.993 0.1 0.2 -0.1
H -11.134 0.329 0.597 0.2 0.0 0.1
H -11.386 2.030 0.142 -0.1 -0.1 0.0
C 7.097 -3.323 2.411 0.3 -0.4 0.3
C 7.366 -2.162 3.341 -0.6 0.1 0.1
O 8.246 -1.302 2.605 0.2 -0.3 -0.4
S 7.897 -1.404 1.037 -0.3 -0.5 0.5
O 7.050 -0.318 0.691 0.5 -0.1 -0.2
O 9.095 -1.690 0.330 0.0 0.3 -0.1
O 7.000 -2.734 1.104 0.1 0.6 0.1
H 7.927 -4.027 2.407 0.0 0.0 0.0
H 6.180 -3.849 2.659 0.0 0.0 -0.2
H 7.827 -2.476 4.274 0.2 0.1 -0.1
H 6.451 -1.605 3.556 0.0 0.0 0.0
C 9.770 -8.099 1.854 0.0 -0.5 -0.2
C 8.536 -7.711 1.066 0.2 0.5 -0.2
O 7.467 -7.767 2.016 0.3 -0.3 0.4
S 8.023 -7.360 3.468 0.2 -0.2 -0.5
O 7.735 -5.988 3.693 0.1 -0.1 0.3
O 7.658 -8.373 4.389 -0.2 0.2 0.1
O 9.593 -7.493 3.138 -0.4 0.3 -0.1
H 9.829 -9.181 1.992 0.0 0.0 0.0
H 10.686 -7.744 1.389 0.0 0.2 0.2
H 8.344 -8.382 0.233 -0.2 -0.1 0.2
H 8.607 -6.685 0.696 0.0 0.0 0.0
C 1.978 -3.587 3.964 -0.6 0.1 0.0
C 2.022 -4.990 4.533 0.4 0.1 0.4
O 2.246 -5.835 3.399 -0.1 0.3 -0.4
S 3.146 -5.051 2.321 -0.4 0.2 0.4
O 4.501 -5.447 2.492 0.0 0.1 -0.3
O 2.488 -5.101 1.068 0.2 -0.2 -0.1
O 2.976 -3.575 2.938 0.3 -0.5 0.1
H 1.011 -3.375 3.502 0.0 0.0 0.0
H 2.193 -2.829 4.713 0.2 0.0 -0.1
H 1.100 -5.264 5.039 0.0 -0.2 -0.2
H 2.863 -5.114 5.220 0.0 0.0 0.0
```
Positions in Å, forces in eV/Å.

Properties
F_max: 3.52 eV Å⁻¹
Multiplicity: 1
E_tot: -7506.34071 hartree